ORCA calculation (ωB97M-V/def2-TZVPD) on an isolated molecule of C5H9F2P.

Calculated values
**SMILES**: C/C=C/CC(F)(F)P
**HOMO**: -9.3 eV
**E_tot**: -736.9175 Ha
**Charge**: 0
**Spin multiplicity**: 1
**Relative energy (zero: lowest compared OMol25 entry of this formula, charge and spin)**: 0.353 eV

The geometry in XYZ format:
```
17
Properties=species:S:1:pos:R:3:lowdin_charge:R:1
C 3.2405 -0.2668 -0.3726 -0.11
C 1.9003 0.4138 -0.2617 -0.15
C 0.8052 -0.2340 0.2277 -0.09
C -0.5919 0.4145 0.4630 -0.12
C -1.9462 -0.3873 -0.1135 -0.76
F -2.4730 -1.3380 0.6824 -0.01
F -1.6874 -1.0701 -1.2598 0.02
P -3.2963 0.9168 -0.2800 0.87
H 4.0913 0.3034 -0.6143 0.05
H 3.2619 -1.2273 -0.8248 0.06
H 3.4220 -0.4418 0.7063 0.09
H 1.9731 1.4868 -0.3734 0.10
H 0.7905 -1.3185 0.3154 0.11
H -0.7827 0.5136 1.4796 0.08
H -0.5922 1.3721 0.0809 0.05
H -3.8061 0.7400 1.0606 -0.08
H -4.3088 0.1228 -0.9158 -0.09
```

***

ORCA calculation (ωB97M-V/def2-TZVPD) on a structure of composition C18H41AlN2P3S2.

Calculated values
**HOMO**: -16.8 eV
**E_tot**: -2881.8460 Ha
**Charge**: +3
**Spin multiplicity**: 1
**Relative energy (zero: lowest compared OMol25 entry of this formula, charge and spin)**: 1.222 eV

The geometry in XYZ format:
```
67
Properties=species:S:1:pos:R:3:lowdin_charge:R:1
Al -0.0031 -0.5961 -0.0022 0.02
P 1.8256 0.5863 1.7483 0.79
P -1.9606 1.9900 0.9820 0.72
P 0.6877 1.2248 -1.5046 0.77
H 0.0455 -3.4068 1.0954 0.07
C 0.9974 -2.9184 0.7723 -0.18
C 1.9517 -2.3488 1.5801 -0.06
H 1.8454 -2.4630 2.6699 0.07
C 2.4578 0.0763 3.3979 -0.24
C 1.4820 2.3063 2.2808 -0.24
C 3.4562 0.8498 0.9320 -0.23
C -3.5636 1.3655 0.3317 -0.28
C -2.5417 2.3943 2.6998 -0.27
C -1.9464 3.6897 0.2756 -0.28
C 2.1020 0.6559 -2.5133 -0.22
C 1.2070 2.9733 -1.1268 -0.20
C -0.5847 1.4698 -2.8075 -0.22
H 1.2980 -3.2058 -0.2462 0.05
H 2.8483 -1.9177 1.1116 0.08
H 2.7554 -0.9705 3.4486 0.03
H 1.7234 0.2566 4.1965 0.04
H 3.3624 0.6848 3.5551 0.07
H 0.5286 2.3469 2.8154 0.02
H 1.4031 2.9907 1.4349 0.02
H 2.2845 2.6417 2.9548 0.08
H 3.6808 0.0165 0.2682 0.04
H 4.2397 0.9169 1.6940 0.07
H 3.4841 1.7567 0.3262 0.04
H -4.3659 2.0998 0.4779 0.07
H -3.8251 0.4278 0.8369 0.03
H -3.4363 1.1664 -0.7382 0.03
H -3.3113 3.1786 2.6904 0.07
H -1.6910 2.7351 3.3049 0.03
H -2.9675 1.4947 3.1598 0.04
H -2.8478 4.2491 0.5560 0.07
H -1.8616 3.6373 -0.8167 0.04
H -1.0667 4.2212 0.6593 0.04
H 1.7882 0.4995 -3.5616 0.07
H 2.4843 -0.3000 -2.1174 0.05
H 2.8621 1.4483 -2.4907 0.07
H 1.3551 3.5273 -2.0655 0.09
H 2.1459 2.9997 -0.5606 0.03
H 0.4191 3.4886 -0.5690 0.01
H -0.3562 0.8604 -3.7063 0.07
H -0.5218 2.5352 -3.0855 0.07
H -1.6020 1.1800 -2.4732 0.04
C -0.9050 -2.9958 -3.1040 -0.53
C -1.9306 -2.6646 -4.0135 -0.08
C -1.9717 -3.2005 -5.3043 -0.03
C -0.9833 -4.1126 -5.6939 -0.02
C -0.0071 -4.5383 -4.7858 -0.03
C 0.0224 -3.9743 -3.4987 -0.08
S -0.8048 -2.2695 -1.5227 0.93
H -1.8368 -1.4844 -1.0063 -0.04
H -2.6993 -1.9694 -3.6862 0.11
H -2.7229 -2.9053 -6.0395 0.13
H -0.9030 -4.4266 -6.7424 0.13
H 0.7503 -5.2745 -5.0833 0.13
H 0.7454 -4.3547 -2.7837 0.11
N -0.3784 -2.2180 3.9746 0.16
C -0.7851 -1.0285 3.4972 -0.75
N -0.5661 0.0342 4.2995 0.15
S -1.4732 -0.9032 1.9238 0.71
H 0.0012 -2.2852 4.9274 0.16
H -0.6130 -3.0555 3.4587 0.12
H -0.9008 0.9630 4.0428 0.09
H -0.3061 -0.1509 5.2696 0.15
```

***

ORCA calculation (ωB97M-V/def2-TZVPD) on an isolated molecule of C7H12N4O.

Calculated values
**SMILES**: CCN(C(N)=O)C1(C)N=CC=N1
**HOMO**: -9.2 eV
**E_tot**: -568.1383 Ha
**Charge**: 0
**Spin multiplicity**: 1
**Relative energy (zero: lowest compared OMol25 entry of this formula, charge and spin)**: 1.279 eV

The geometry in XYZ format:
```
24
Properties=species:S:1:pos:R:3:lowdin_charge:R:1
C 1.0899 -1.6864 -0.0142 -0.07
C 0.6612 -0.5104 -0.9099 -0.26
N 0.1398 0.6186 -0.2837 0.02
C 0.8779 1.7481 -0.0937 -0.54
N 1.8689 2.0964 -1.0470 0.15
O 0.7680 2.5282 0.8300 0.05
C -1.3169 0.4852 0.2870 -0.46
C -1.5550 0.9680 1.7268 0.00
N -1.7772 -0.8698 0.1846 0.10
C -2.8055 -0.9135 -0.4883 -0.12
C -3.0941 0.4544 -0.9791 -0.10
N -2.1803 1.2661 -0.5813 0.14
H 0.1596 -2.0534 0.3479 0.03
H 1.4488 -2.4947 -0.6576 0.08
H 1.6514 -1.3830 0.8318 0.07
H 1.4525 -0.2368 -1.6872 0.12
H -0.2655 -0.9090 -1.5951 0.15
H 1.8734 1.7649 -2.0055 0.09
H 2.2685 2.9653 -0.9045 0.06
H -1.1099 0.2985 2.5471 0.11
H -2.6163 0.9912 1.9199 0.08
H -1.0236 1.8834 1.8824 0.05
H -3.2759 -1.7248 -0.9818 0.11
H -3.8180 0.8154 -1.8205 0.14
```

***

ORCA calculation (ωB97M-V/def2-TZVPD) on a structure of composition C22H66F2NO15S2V.

Calculated values
**⟨S²⟩**: 3.842
**HOMO (spin up / spin down)**: -11.1 / -11.1 eV
**E_tot**: -4000.4878 Ha
**Charge**: +1
**Spin multiplicity**: 4
**Relative energy (zero: lowest compared OMol25 entry of this formula, charge and spin)**: 10.302 eV

The geometry in XYZ format:
```
109
Properties=species:S:1:pos:R:3:lowdin_spin:R:1
V -14.0962 -24.4297 -8.9030 3.10
N -15.8830 -21.9619 -9.6341 -0.04
S -17.3106 -21.6415 -10.0556 0.00
O -17.6212 -21.1575 -11.3766 -0.01
O -18.3321 -21.3294 -9.0354 -0.04
F -17.6841 -23.1499 -10.2959 0.00
S -15.4931 -20.2854 -9.7665 0.00
O -16.0950 -19.3733 -8.8152 0.00
O -15.2114 -19.8330 -11.1289 0.00
F -14.0346 -20.3353 -9.0477 0.00
C -17.4476 -21.4832 -18.1616 0.00
C -17.4309 -20.7705 -16.8225 0.00
O -17.8719 -21.7573 -15.8540 0.00
H -16.8480 -20.9135 -18.8716 0.00
H -18.3458 -21.4716 -18.7790 0.00
H -17.0963 -22.5105 -18.0653 0.00
H -18.0858 -19.8992 -16.8124 0.00
H -16.4266 -20.5218 -16.4794 0.00
H -18.0536 -21.2442 -15.0633 0.00
C -12.7102 -20.9513 -4.6291 0.00
C -13.6972 -22.1553 -4.8358 0.00
O -13.0582 -23.0959 -5.7030 0.00
H -11.7842 -21.3234 -4.1909 0.00
H -13.0477 -20.2168 -3.8977 0.00
H -12.5002 -20.4200 -5.5574 0.00
H -14.6299 -21.7309 -5.2074 0.00
H -13.7995 -22.5289 -3.8170 0.00
H -12.6565 -23.8280 -5.2294 0.00
C -23.7890 -21.1746 -11.7791 0.00
C -22.8507 -20.0005 -12.1840 0.00
O -22.4817 -19.3761 -10.9150 0.00
H -23.1953 -21.8945 -11.2158 0.00
H -24.2532 -21.7015 -12.6128 0.00
H -24.6136 -20.8308 -11.1546 0.00
H -23.3209 -19.3089 -12.8831 0.00
H -21.9201 -20.4307 -12.5544 0.00
H -23.0802 -18.6386 -10.7754 0.00
C -15.0211 -13.5936 -13.7494 0.00
C -14.2705 -14.8475 -13.3918 0.00
O -14.9152 -15.9390 -13.9891 0.00
H -15.9725 -13.4313 -13.2429 0.00
H -15.1529 -13.4951 -14.8269 0.00
H -14.4382 -12.7185 -13.4621 0.00
H -14.3627 -14.8425 -12.3057 0.00
H -13.1983 -14.8027 -13.5825 0.00
H -15.0502 -16.6034 -13.3095 0.00
C -14.7963 -25.8057 -14.4170 0.00
C -15.2970 -25.1946 -13.0842 0.00
O -14.8248 -25.9330 -11.9478 0.00
H -15.1382 -25.3353 -15.3388 0.00
H -15.0920 -26.8346 -14.6222 0.00
H -13.7090 -25.7383 -14.4546 0.00
H -16.3825 -25.2151 -13.1805 0.00
H -15.0982 -24.1304 -12.9567 0.00
H -15.3577 -26.7315 -11.9486 0.00
C -24.1232 -23.3055 -5.6746 0.00
C -23.2283 -22.3467 -6.5699 0.00
O -24.1698 -21.5924 -7.3459 0.00
H -24.7018 -23.9391 -6.3468 0.00
H -24.9579 -22.8164 -5.1726 0.00
H -23.5496 -23.9124 -4.9741 0.00
H -22.4573 -22.8306 -7.1695 0.00
H -22.7335 -21.6051 -5.9428 0.00
H -23.6659 -21.1857 -8.0546 0.00
C -19.4443 -15.5693 -4.8010 0.00
C -18.9969 -16.7561 -5.6627 0.00
O -17.6495 -16.5525 -5.8882 0.00
H -20.3536 -15.1015 -5.1786 0.00
H -18.7015 -14.7728 -4.8464 0.00
H -19.5850 -15.9418 -3.7864 0.00
H -19.5156 -16.6380 -6.6140 0.00
H -19.2586 -17.7443 -5.2843 0.00
H -17.4368 -17.1821 -6.5810 0.00
C -10.1794 -21.6409 -12.4404 0.00
C -10.9062 -22.8966 -11.9666 0.00
O -11.2730 -22.8061 -10.6287 0.00
H -10.8841 -21.0430 -13.0184 0.00
H -9.2691 -21.7526 -13.0293 0.00
H -9.6232 -21.0494 -11.7132 0.00
H -10.3465 -23.8218 -12.1036 0.00
H -11.7671 -23.1006 -12.6032 0.00
H -10.4970 -22.7405 -10.0674 0.00
C -19.1800 -25.8434 -5.5526 0.00
C -17.6348 -25.8712 -5.6799 0.00
O -17.1346 -25.8961 -7.0138 0.00
H -19.5023 -24.8029 -5.5131 0.00
H -19.6380 -26.3467 -4.7011 0.00
H -19.5985 -26.2667 -6.4656 0.00
H -17.2548 -26.7683 -5.1911 0.00
H -17.1230 -25.1258 -5.0712 0.00
H -17.4203 -26.7117 -7.4319 0.00
C -10.7614 -16.3886 -9.3798 0.00
C -11.8902 -15.8080 -8.4460 0.00
O -12.0769 -14.4173 -8.5109 0.00
H -10.5785 -17.4249 -9.0959 0.00
H -9.8760 -15.7537 -9.4152 0.00
H -11.1000 -16.3522 -10.4153 0.00
H -11.6750 -16.1006 -7.4182 0.00
H -12.8723 -16.2610 -8.5818 0.00
H -13.0347 -14.3537 -8.4992 0.00
C -20.0792 -15.1141 -11.3518 0.00
C -19.4485 -16.1931 -12.1587 0.00
O -19.0092 -17.1122 -11.2255 0.00
H -20.6360 -14.4276 -11.9896 0.00
H -19.4099 -14.3630 -10.9322 0.00
H -20.7757 -15.5445 -10.6323 0.00
H -18.5473 -15.8720 -12.6810 0.00
H -20.1166 -16.6100 -12.9124 0.00
H -19.7642 -17.5756 -10.8555 0.00
```

***

ORCA calculation (ωB97M-V/def2-TZVPD) on an isolated molecule of C7H13N3O5.

Calculated values
**SMILES**: NC(=O)C[C@H](NC(=O)[C@@H](N)CO)C(=O)O
**HOMO**: -9.4 eV
**E_tot**: -814.8999 Ha
**Charge**: 0
**Spin multiplicity**: 1
**Relative energy (zero: lowest compared OMol25 entry of this formula, charge and spin)**: 4.850 eV

The geometry in XYZ format:
```
28
Properties=species:S:1:pos:R:3:lowdin_charge:R:1
N -0.8377 4.0508 -0.1576 0.11
C -0.4541 3.4363 -1.3349 -0.42
O -0.1530 3.9994 -2.5124 -0.06
C -0.6682 1.8885 -1.4583 -0.07
C -0.4057 1.1726 -0.1105 -0.20
N 0.4295 -0.0331 -0.2963 0.09
C 1.2947 -0.6085 0.4697 -0.43
O 2.1288 -0.1769 1.2961 0.03
C 1.4543 -2.2163 0.0573 -0.43
N 2.7229 -2.5202 0.1583 0.01
C 0.5227 -2.9901 1.0506 -0.14
O -0.8310 -2.7367 0.6057 -0.11
C -1.7625 0.7019 0.5730 -0.34
O -2.4348 1.6347 0.9369 0.09
O -2.2024 -0.6895 0.5206 0.03
H -1.2794 5.0809 -0.1244 0.18
H -1.5441 3.4795 0.4070 0.10
H 0.1870 1.6879 -2.1302 0.12
H -1.7212 1.5236 -1.9842 0.20
H 0.0861 1.9949 0.4852 0.16
H -0.1858 -0.7427 -0.8620 0.18
H 1.1329 -2.3944 -1.0227 0.16
H 3.4565 -1.8651 -0.3065 0.15
H 2.7743 -2.2043 1.2427 0.15
H 0.6044 -2.6784 2.1139 0.13
H 0.6399 -4.1839 1.0569 0.16
H -1.5227 -3.2869 0.9817 0.12
H -1.4315 -1.3242 0.3444 0.03
```

***

ORCA calculation (ωB97M-V/def2-TZVPD) on a cluster of 2 separate species, C5H11Cl3NO in total.

Calculated values
**HOMO**: -15.0 eV
**E_tot**: -1707.3758 Ha
**Charge**: +1
**Spin multiplicity**: 1
**Relative energy (zero: lowest compared OMol25 entry of this formula, charge and spin)**: 0.000 eV

The geometry in XYZ format:
```
21
Properties=species:S:1:pos:R:3:lowdin_charge:R:1
C 1.1579 -0.7409 1.1822 -0.01
C 0.0972 1.1651 0.0516 -0.04
C 1.4698 -0.3739 -1.1761 -0.02
C -0.7022 -1.0890 -0.4403 -0.60
C -1.8512 -1.1066 0.5661 -0.90
N 0.4414 -0.3085 -0.0881 -0.40
O -1.8012 -1.1783 1.7412 0.09
Cl -2.0294 3.7073 -0.6313 0.31
Cl -3.3648 -1.0443 -0.2534 0.81
Cl -0.2305 -2.8586 -0.4726 0.78
H 0.4978 -1.2597 1.9092 0.10
H 2.0517 -1.4292 0.9002 0.13
H 1.6162 0.1810 1.6844 0.13
H 0.0752 1.6728 -0.9681 0.10
H -0.8424 1.3288 0.6234 0.08
H 0.9192 1.8113 0.5456 0.15
H 1.0933 0.2121 -2.0379 0.12
H 2.4055 0.1357 -0.9322 0.12
H 1.5446 -1.5333 -1.3605 0.11
H -0.9879 -0.6605 -1.4026 0.13
H -1.5602 3.3685 0.5592 -0.21
```

***

ORCA calculation (ωB97M-V/def2-TZVPD) on an isolated molecule of C11H14N2S.

Calculated values
**SMILES**: CCSCc1cnc2c(C)cccn12
**HOMO**: -8.0 eV
**E_tot**: -935.2689 Ha
**Charge**: 0
**Spin multiplicity**: 1
**Relative energy (zero: lowest compared OMol25 entry of this formula, charge and spin)**: 0.205 eV

The geometry in XYZ format:
```
28
Properties=species:S:1:pos:R:3:lowdin_charge:R:1
C -1.4455 1.3834 1.9955 -0.16
C -0.1839 1.7620 2.7792 -0.55
S 0.9618 0.3834 3.0885 0.83
C 2.0598 0.5179 1.6213 -0.43
C 1.3803 0.5145 0.3099 -0.30
C 1.2583 1.5013 -0.6431 -0.10
N 0.5221 1.0954 -1.7131 0.12
C 0.1783 -0.1540 -1.4395 -0.27
C -0.5932 -1.0647 -2.2113 -0.20
C -1.1033 -0.5989 -3.5495 -0.04
C -0.8064 -2.3074 -1.6849 -0.05
C -0.2902 -2.6823 -0.4191 -0.07
C 0.4461 -1.8106 0.3155 -0.04
N 0.6752 -0.5593 -0.2087 0.04
H -2.1492 2.2564 1.9063 0.09
H -1.1767 1.0295 0.9850 0.06
H -1.9901 0.5673 2.4774 0.06
H 0.3739 2.5471 2.2767 0.06
H -0.4829 2.1499 3.7957 0.08
H 2.7703 -0.3264 1.7471 0.08
H 2.6490 1.4409 1.7302 0.08
H 1.6811 2.4923 -0.5853 0.11
H -1.7194 0.2920 -3.4189 0.08
H -0.2712 -0.3051 -4.1826 0.08
H -1.6972 -1.4084 -4.0211 0.08
H -1.4037 -3.0396 -2.2483 0.12
H -0.4977 -3.6822 0.0020 0.11
H 0.8544 -1.9942 1.2950 0.11
```

***

ORCA calculation (ωB97M-V/def2-TZVPD) on a structure of composition C6H12N3.

Calculated values
**⟨S²⟩**: 2.011
**HOMO (spin up / spin down)**: -7.5 / -12.5 eV
**E_tot**: -399.6278 Ha
**Charge**: +1
**Spin multiplicity**: 3
**Relative energy (zero: lowest compared OMol25 entry of this formula, charge and spin)**: 2.224 eV

The geometry in XYZ format:
```
21
Properties=species:S:1:pos:R:3:lowdin_spin:R:1
C -1.0103 1.0926 1.4764 0.31
C 0.2031 1.5200 1.1402 0.34
C -1.8658 0.4709 0.4521 0.19
C 0.6865 1.4082 -0.2445 0.35
C -1.7000 -0.7604 0.0034 0.18
C 1.1124 0.3011 -0.8514 0.20
N -0.8218 -1.7043 0.6651 0.06
N 1.2849 0.1554 -2.2170 0.14
N 1.4593 -0.9049 -0.1223 0.07
H -1.4284 1.2667 2.4571 0.02
H 0.8152 2.0676 1.8425 0.03
H -2.5875 1.1185 -0.0249 0.02
H 0.5433 2.2940 -0.8480 0.02
H -2.2671 -1.1666 -0.8185 0.01
H -0.8440 -1.5430 1.6745 0.02
H -1.0873 -2.6671 0.4637 0.00
H 1.0328 0.9696 -2.7587 0.00
H 2.1690 -0.2340 -2.5291 0.01
H 0.3177 -1.4371 0.3025 0.01
H 2.0492 -0.6939 0.6808 0.01
H 1.9385 -1.5534 -0.7439 0.00
```

***

Please write out number 8 again, unchanged.
ORCA calculation (ωB97M-V/def2-TZVPD) on a structure of composition C6H12N3.

Calculated values
**⟨S²⟩**: 2.011
**HOMO (spin up / spin down)**: -7.5 / -12.5 eV
**E_tot**: -399.6278 Ha
**Charge**: +1
**Spin multiplicity**: 3
**Relative energy (zero: lowest compared OMol25 entry of this formula, charge and spin)**: 2.224 eV

The geometry in XYZ format:
```
21
Properties=species:S:1:pos:R:3:lowdin_spin:R:1
C -1.0103 1.0926 1.4764 0.31
C 0.2031 1.5200 1.1402 0.34
C -1.8658 0.4709 0.4521 0.19
C 0.6865 1.4082 -0.2445 0.35
C -1.7000 -0.7604 0.0034 0.18
C 1.1124 0.3011 -0.8514 0.20
N -0.8218 -1.7043 0.6651 0.06
N 1.2849 0.1554 -2.2170 0.14
N 1.4593 -0.9049 -0.1223 0.07
H -1.4284 1.2667 2.4571 0.02
H 0.8152 2.0676 1.8425 0.03
H -2.5875 1.1185 -0.0249 0.02
H 0.5433 2.2940 -0.8480 0.02
H -2.2671 -1.1666 -0.8185 0.01
H -0.8440 -1.5430 1.6745 0.02
H -1.0873 -2.6671 0.4637 0.00
H 1.0328 0.9696 -2.7587 0.00
H 2.1690 -0.2340 -2.5291 0.01
H 0.3177 -1.4371 0.3025 0.01
H 2.0492 -0.6939 0.6808 0.01
H 1.9385 -1.5534 -0.7439 0.00
```

***

- Which of these has the lowest relative energy (zero: lowest compared OMol25 entry of this formula, charge and spin)?
  C5H11Cl3NO

***

- What is the relative energy (zero: lowest compared OMol25 entry of this formula, charge and spin) in the seventh record?
  0.205 eV